No. 1
C4H13NO3 | wB97M-V/def2-TZVPD

Structure (XYZ):
```
21
Properties=species:S:1:pos:R:3
C -0.88603 -1.51799 0.95318
N -0.68540 -0.21610 1.75651
C 0.66425 -0.01803 2.18106
C 1.41865 0.48246 1.00440
C 2.97972 0.67145 1.31954
O 3.34680 1.82703 1.33639
H -0.43017 -1.34045 -0.02754
H -1.96565 -1.52377 0.66132
H -0.61347 -2.63121 1.18725
H -1.34603 -0.10800 2.44874
H 1.22107 -1.00123 2.50186
H 0.47992 0.67930 3.12569
H 1.30854 -0.23405 0.15728
H 1.05077 1.45309 0.74579
H 3.63207 -0.04672 1.54512
H -2.27035 -0.75336 -6.28780
H -3.35467 -1.82345 -5.90423
O -3.12431 -1.23239 -6.65918
H -0.81517 1.74045 -0.64653
H 0.16061 2.92208 -0.68575
O -0.77115 2.67090 -0.71310
```

Results
energy relative to the best compared isomer or geometry (same formula, charge and spin)	83.41	kcal per mole
orbital gap	9.977	eV
net charge	0
HOMO	-0.3453	Ha
2S+1	1

Atomic partial charges in e from the Löwdin method, atoms 1 to 6: C -0.115; N -0.112; C -0.304; C -0.158; C -0.181; O 0.040

***

No. 2
C4H13NO3P | wB97M-V/def2-TZVPD

Structure (XYZ):
```
22
Properties=species:S:1:pos:R:3
C 2.04621 -1.77145 0.31111
C 1.56440 -0.49919 0.97019
C 0.48564 0.27311 0.26026
C -2.61360 0.26142 -0.21925
N 0.35714 1.50983 1.13827
O -1.93592 -0.14370 -1.26511
O -2.18273 1.00046 0.56480
O -3.81447 -0.29921 -0.23978
P 0.51370 0.50936 -1.49859
H 2.59686 -1.52434 -0.55085
H 1.31592 -2.66094 0.02986
H 2.54860 -2.39981 1.03018
H 2.56377 0.03047 0.91970
H 1.22462 -0.74642 2.01035
H -0.31195 1.37365 1.89206
H -0.04327 2.33035 0.64983
H 1.32318 1.80578 1.55864
H -2.34877 -0.81288 -1.86341
H 0.19573 -0.58662 -2.13910
H -4.49687 -0.07285 0.31181
H -0.46724 1.39412 -1.64411
H 1.47906 1.02886 -2.22687
```

Results
orbital gap (spin up / spin down)	4.791 / 9.818	eV
net charge	+1
HOMO (spin up / spin down)	-0.2882 / -0.5535	Ha
2S+1	3
⟨S²⟩	2.01

Atomic partial charges in e from the Löwdin method, atoms 1 to 6: C -0.146; C -0.287; C -0.366; C -0.684; N 0.123; O 0.026

***

No. 3
C4H13NOP | wB97M-V/def2-TZVPD

Structure (XYZ):
```
20
Properties=species:S:1:pos:R:3
C -1.92309 -0.60569 -0.82849
C -0.65633 -1.10054 1.31616
C 1.21822 2.11389 0.12618
C 0.48277 -0.52964 -0.69181
N -0.74496 -1.21073 -0.15577
O 0.07932 1.37442 0.10484
P 2.18197 -1.01133 -0.11650
H -2.88882 -1.08411 -0.32458
H -1.99584 0.44604 -0.67958
H -1.79074 -0.82641 -1.84040
H 0.17781 -1.63838 1.68299
H -0.42130 -0.09014 1.59282
H -1.43676 -1.64353 1.82030
H 1.81192 1.64161 1.00608
H 0.80443 2.98749 0.48090
H 1.56349 2.26949 -0.85199
H 0.27338 -0.10346 -1.75628
H -0.63496 -2.20765 -0.38941
H 1.96752 -0.22066 1.06587
H 2.83214 0.05287 -0.81922
```

Results
energy relative to the best compared isomer or geometry (same formula, charge and spin)	134.20	kcal per mole
orbital gap (spin up / spin down)	9.019 / 9.015	eV
net charge	+1
HOMO (spin up / spin down)	-0.5019 / -0.5017	Ha
2S+1	1

Atomic partial charges in e from the Löwdin method, atoms 1 to 6: C 0.015; C -0.026; C -0.214; C -0.321; N -0.211; O -0.235

***

No. 4
C4H13NOP | wB97M-V/def2-TZVPD

Structure (XYZ):
```
20
Properties=species:S:1:pos:R:3
C -1.28572 -1.45496 0.43082
C 0.03135 1.26832 1.15985
C 1.78740 0.76929 -0.45304
C -0.24615 -0.70201 -0.35634
N 0.68025 0.16156 0.39283
O -1.37723 0.79349 -1.11595
P 0.77549 -1.72707 -1.37475
H -2.38218 -1.04094 0.44850
H -0.87683 -1.56802 1.41788
H -1.45118 -2.44141 -0.02776
H -0.67969 1.67050 0.37590
H -0.66682 0.92538 1.88994
H 0.75654 1.95197 1.50210
H 1.34330 1.20468 -1.36198
H 2.52793 1.55208 -0.06923
H 2.44054 -0.15122 -0.75293
H 1.40287 -0.43950 1.03502
H -1.87088 0.20341 -1.71935
H 1.08267 -0.87826 -2.36503
H -0.14594 -2.29688 -2.22706
```

Results
energy relative to the best compared isomer or geometry (same formula, charge and spin)	121.31	kcal per mole
orbital gap (spin up / spin down)	9.646 / 9.647	eV
net charge	+1
HOMO (spin up / spin down)	-0.5260 / -0.5261	Ha
2S+1	1

Atomic partial charges in e from the Löwdin method, atoms 1 to 6: C -0.078; C 0.012; C -0.070; C -0.552; N -0.233; O -0.155

***

No. 5
C4H13NOP | wB97M-V/def2-TZVPD

Structure (XYZ):
```
20
Properties=species:S:1:pos:R:3
C 1.06438 -1.93899 0.64048
C -1.65967 -0.28375 0.05306
C -0.84382 1.97510 0.13175
C 0.70733 0.10845 -0.32647
N -0.54532 0.48896 0.37697
O 0.43369 0.02949 -1.61860
P 2.34648 0.71681 0.21144
H 0.07191 -1.96638 0.83002
H 1.68641 -1.81618 1.53290
H 1.45509 -2.35973 -0.22041
H -2.56302 0.15355 0.48927
H -1.76014 -0.57620 -1.07911
H -1.63203 -1.38449 0.34920
H -0.18332 2.65275 0.45624
H -0.95641 2.18132 -0.98312
H -1.81574 2.22714 0.67528
H -0.15536 0.48659 1.37728
H 0.93560 0.33562 -2.40375
H 2.34162 2.08291 -0.24582
H 2.82309 0.16925 -0.99247
```

Results
energy relative to the best compared isomer or geometry (same formula, charge and spin)	129.60	kcal per mole
orbital gap	9.294	eV
net charge	+1
HOMO	-0.4674	Ha
2S+1	1

Atomic partial charges in e from the Löwdin method, atoms 1 to 6: C 0.123; C -0.066; C 0.026; C -0.702; N -0.200; O -0.019

***

No. 6
C4H13NOS | wB97M-V/def2-TZVPD

Structure (XYZ):
```
20
Properties=species:S:1:pos:R:3
C -0.10592 -0.51285 1.38869
C 1.27561 -0.15336 0.89980
C 1.66532 -1.03785 -0.21034
S 1.58668 -2.74929 0.38745
C -1.23400 -0.71838 0.29299
N -1.20232 0.58741 -0.40625
H -0.17463 -1.39859 2.10740
H -0.43767 0.27820 2.09349
H 1.41619 0.89398 0.45165
H 1.89824 -0.10369 1.81094
H 0.85040 -1.01040 -1.01238
H 2.51055 -0.75642 -0.86293
H 1.80223 -3.57965 -0.76168
H -0.87294 -1.55596 -0.47486
H -2.24788 -0.89245 0.69560
H -0.95470 1.51446 0.07917
H -0.90594 0.65051 -1.34248
H -1.11429 3.78446 -2.24746
H -2.14667 2.98764 -1.35891
O -1.60828 3.77220 -1.52987
```

Results
energy relative to the best compared isomer or geometry (same formula, charge and spin)	50.62	kcal per mole
orbital gap	9.388	eV
net charge	0
HOMO	-0.3209	Ha
2S+1	1

Atomic partial charges in e from the Löwdin method, atoms 1 to 6: C -0.284; C -0.342; C -0.607; S 0.687; C -0.246; N -0.055

***

It is found that the E_tot values, taken in the order of the records, are -440.58228, -781.54600, -631.11491, -631.13546, -631.12224, -688.30805 hartree.